Entry from the OMol25 dataset: C32H55NP2ReSi as an isolated structure (ωB97M-V/def2-TZVPD).

Values from the calculation:
Net charge: +2
Kohn-Sham gap (alpha / beta): 8.05 / 4.67 eV
E_tot: -64136.5785 eV
E_LUMO (alpha / beta): -5.083 / -8.466 eV
2S+1: 4
<S²>: 3.79

Element x y z (Å)
Re 0.0975 -0.9879 1.3510
C -0.8421 -2.7427 2.2936
C 0.4814 -3.0791 1.8082
C 0.7043 -1.4144 3.4301
C -0.7164 -1.7096 3.2715
C 1.4303 -2.2702 2.5471
C -2.1137 -3.4267 1.8907
H -2.0352 -3.8514 0.8859
H -2.9598 -2.7343 1.9037
H -2.3431 -4.2507 2.5798
C -1.8160 -1.0584 4.0511
H -2.7911 -1.2560 3.5973
H -1.6740 0.0263 4.0802
H -1.8412 -1.4319 5.0840
C 1.2666 -0.4174 4.3949
H 1.3926 -0.8617 5.3917
H 0.6005 0.4465 4.4844
H 2.2429 -0.0544 4.0620
C 2.9224 -2.3793 2.4526
H 3.3088 -3.0604 3.2229
H 3.4027 -1.4072 2.5941
H 3.2309 -2.7744 1.4806
C 0.8194 -4.2129 0.8873
H 1.0381 -5.1326 1.4488
H 1.6983 -3.9799 0.2789
H -0.0090 -4.4299 0.2066
C -1.7117 0.5391 -5.5241
C -1.7751 -0.7977 -5.5395
C -0.9406 -1.8017 -6.2910
C 0.4116 -1.3169 -6.8589
C 1.3494 -0.8002 -5.7944
C 1.4088 0.4208 -5.2498
C 0.5821 1.6494 -5.5257
C -0.7608 1.4501 -6.2625
H -1.5405 -2.2216 -7.1137
H 0.2444 -0.5732 -7.6400
H -0.7488 -2.6452 -5.6130
H -0.5807 1.0999 -7.2805
H -2.4196 1.0502 -4.8711
H -2.5454 -1.2525 -4.9154
H -1.2311 2.4356 -6.3609
H 0.3786 2.1342 -4.5606
H 2.1685 0.5712 -4.4817
H 1.1923 2.3720 -6.0902
H 0.8862 -2.1727 -7.3534
H 2.0496 -1.5395 -5.4045
P -1.1107 -0.6886 -0.5552
C -2.7340 0.1716 -0.5898
C -1.3945 -2.0629 -1.7487
P 1.4639 -0.1544 -0.2679
C 0.1131 0.4196 -1.4064
C 2.5105 -1.2531 -1.3124
C 2.5856 1.2755 0.0033
H -2.7097 0.9456 0.1815
H -3.5215 -0.5478 -0.3431
H -2.9415 0.6129 -1.5706
H -1.5392 -1.6853 -2.7669
H -2.2866 -2.6212 -1.4487
H -0.5418 -2.7463 -1.7311
H 2.8584 1.7651 -0.9378
H 3.4935 0.9236 0.5041
H 2.0680 1.9757 0.6638
H -0.1311 1.4531 -1.1391
H 0.2530 0.3267 -2.4888
H 3.4664 -1.4246 -0.8080
H 2.7035 -0.8072 -2.2943
H 2.0144 -2.2183 -1.4415
C -3.4093 1.0342 2.4649
Si -1.7342 1.9563 2.3829
C -1.8622 3.3182 1.0647
C -1.9818 2.7358 4.1285
N -0.0684 1.0984 2.1834
C 1.0550 2.0140 2.6614
C 0.8734 3.3995 3.0180
C 1.9058 4.2374 3.4652
C 3.2019 3.7699 3.5683
C 3.4695 2.4706 3.1951
C 2.4341 1.6453 2.7546
H -3.6704 0.7701 3.5069
H -3.4923 0.1011 1.8856
H -4.2032 1.7468 2.1613
H -2.8058 3.8787 1.2214
H -1.0256 4.0385 1.0906
H -1.8582 2.9029 0.0410
H -2.0460 1.9570 4.9104
H -1.2393 3.4486 4.5190
H -2.9508 3.2748 4.1232
H -0.0433 3.9226 2.9523
H 1.6944 5.2680 3.7226
H 4.0003 4.4191 3.9049
H 4.4856 2.0974 3.2244
H 2.7399 0.6817 2.4005